(1)
Below is a molecular structure, C2H6O, with properties calculated with ωB97M-V with the def2-TZVPD basis set.

Positions of all 9 atoms, in Å:
C  -1.167391  0.316929  0.139363
O  0.016166  0.856084  0.092394
C  1.062745  0.346812  -0.489888
H  -0.100749  -1.268368  1.029898
H  -1.900835  0.889187  0.688135
H  -1.434022  -0.426883  -0.604659
H  0.918773  -0.394417  -1.269567
H  0.646703  -1.263984  0.821004
H  1.958613  0.944640  -0.406680

Cartesian forces, eV/Å:
-0.25 -0.02 -0.13
0.02 0.15 0.13
0.15 -0.02 -0.26
0.14 -0.06 0.00
0.10 -0.07 -0.06
0.04 0.08 0.12
0.03 0.07 0.13
-0.11 -0.06 0.07
-0.12 -0.08 0.01

HOMO-LUMO gap (spin up / spin down), eV: 8.39 / 8.39
Spin multiplicity: 1
LUMO (spin up / spin down), eV: 0.722 / 0.722
Energy relative to the best compared isomer or geometry (same formula, charge and spin), kJ/mol: 418.3

(2)
Below is 2 unconnected molecules or ions with the total composition C2H6O, with properties calculated with ωB97M-V with the def2-TZVPD basis set.

Positions of all 9 atoms, in Å:
C  -1.232606  1.103664  2.237991
C  -0.815607  2.160040  2.914694
H  -2.035895  0.484279  2.633764
H  -0.757015  0.601382  1.406150
H  -1.470269  2.618161  3.654270
H  0.078844  2.749184  2.781679
O  1.921343  -3.482796  -5.496118
H  2.715450  -2.960085  -5.500195
H  1.595756  -3.273829  -4.632234

Cartesian forces, eV/Å:
0.13 -1.02 0.46
-0.55 0.71 0.14
-0.43 0.59 -0.20
0.54 0.38 -0.01
0.12 -0.49 0.28
0.19 -0.17 -0.66
0.00 -0.19 -0.38
0.72 0.26 -0.44
-0.71 -0.07 0.82

SMILES: C=C.O
HOMO-LUMO gap, eV: 11.26
Spin multiplicity: 1
LUMO, eV: 1.077
Energy relative to the best compared isomer or geometry (same formula, charge and spin), kJ/mol: 89.5

(3)
Below is 2 unconnected molecules or ions with the total composition C2H6O, with properties calculated with ωB97M-V with the def2-TZVPD basis set.

Positions of all 9 atoms, in Å:
C  0.739302  1.706606  -1.138962
O  -0.389843  2.002838  -1.416634
H  0.967645  0.887793  -0.435997
H  1.597484  2.207892  -1.623447
C  -0.571422  -1.336448  0.911388
H  -0.461246  -0.793860  1.847295
H  -1.470468  -1.953321  0.993107
H  -0.646072  -0.662919  0.066619
H  0.234621  -2.058582  0.796630

Cartesian forces, eV/Å:
-0.09 -0.08 -0.35
0.05 -0.01 0.13
0.05 0.07 0.09
0.01 0.02 0.13
-0.31 -0.69 0.35
0.12 0.10 -0.06
-0.10 0.30 -0.13
-0.01 0.03 -0.08
0.27 0.26 -0.09

SMILES: C=O.C
HOMO-LUMO gap, eV: 11.18
Spin multiplicity: 1
LUMO, eV: 0.893
Energy relative to the best compared isomer or geometry (same formula, charge and spin), kJ/mol: 68.4

(4)
Below is 2 unconnected molecules or ions with the total composition C2H6O2, with properties calculated with ωB97M-V with the def2-TZVPD basis set.

Positions of all 10 atoms, in Å:
C  0.962732  -0.177718  -0.462779
C  0.535856  0.975465  0.397879
O  -0.566159  1.483021  0.405692
H  1.487120  -0.924712  0.141478
H  0.119845  -0.651663  -0.965786
H  1.680592  0.213065  -1.195013
H  1.297096  1.371242  1.095809
O  -1.748482  -1.028438  0.479391
H  -2.167702  -1.192482  -0.372332
H  -1.600898  -0.067780  0.475661

Cartesian forces, eV/Å:
0.07 0.10 -0.09
-0.29 0.04 0.21
0.45 -0.19 -0.11
-0.05 0.14 -0.03
0.19 0.20 0.06
-0.04 -0.08 0.07
0.12 0.02 -0.15
-0.24 0.03 -0.12
-0.08 -0.10 0.13
-0.13 -0.17 0.02

SMILES: CC=O.O
HOMO-LUMO gap, eV: 11.34
Spin multiplicity: 1
LUMO, eV: 0.975
Energy relative to the best compared isomer or geometry (same formula, charge and spin), kJ/mol: 41.4

(5)
Below is 2 unconnected molecules or ions with the total composition C2H6O2, with properties calculated with ωB97M-V with the def2-TZVPD basis set.

Positions of all 10 atoms, in Å:
C  0.171797  -0.405767  -1.064940
C  -0.220936  0.509919  0.039727
O  0.655446  1.308755  0.618846
O  -0.645054  -0.919180  1.541711
H  -0.442846  -0.216133  -1.942129
H  1.222833  -0.266093  -1.321901
H  0.019696  -1.439411  -0.761625
H  -1.222515  0.915008  0.054385
H  1.541296  0.915809  0.613643
H  -1.079717  -0.402905  2.222283

Cartesian forces, eV/Å:
0.15 -0.12 0.15
-0.77 -2.07 2.49
0.10 0.14 -0.18
0.78 1.62 -2.54
0.01 0.06 -0.08
-0.01 0.00 -0.04
-0.05 0.02 0.09
0.07 0.10 -0.02
-0.16 -0.03 -0.04
-0.11 0.27 0.17

HOMO-LUMO gap, eV: 9.88
Spin multiplicity: 1
LUMO, eV: 0.722
Energy relative to the best compared isomer or geometry (same formula, charge and spin), kJ/mol: 222.6

(6)
Below is 2 unconnected molecules or ions with the total composition C2H6O2, with properties calculated with ωB97M-V with the def2-TZVPD basis set.

Positions of all 10 atoms, in Å:
C  -0.366181  -1.102262  -2.342445
C  -1.165839  -0.601498  -1.382980
O  -1.706665  0.637709  -1.389216
H  0.601454  -1.571117  -2.284620
H  -0.781651  -0.979626  -3.344204
H  -1.039987  -0.979484  -0.368731
H  -1.732122  0.990059  -0.508324
O  2.317592  1.488493  3.983129
H  1.383873  1.566018  3.757765
H  2.489526  0.551708  3.879622

Cartesian forces, eV/Å:
-2.08 0.51 -1.36
3.45 -0.19 1.85
-1.53 -0.02 -1.70
-0.56 -1.11 0.71
0.87 0.85 -0.24
0.13 0.09 0.16
-0.28 -0.12 0.57
-0.26 0.07 -0.06
0.07 0.14 0.05
0.19 -0.22 0.02

SMILES: C=CO.O
HOMO-LUMO gap, eV: 8.98
Spin multiplicity: 1
LUMO, eV: 0.332
Energy relative to the best compared isomer or geometry (same formula, charge and spin), kJ/mol: 217.6

(7)
Below is 2 unconnected molecules or ions with the total composition C2H6O2, with properties calculated with ωB97M-V with the def2-TZVPD basis set.

Positions of all 10 atoms, in Å:
C  0.111606  -0.879379  -0.252376
C  -0.875373  -0.655187  -1.105743
O  -2.014653  -0.119865  -0.696357
H  1.121005  -1.309866  -0.609975
H  0.152867  -0.736926  0.737124
H  -0.715950  -0.908331  -2.222528
H  -2.780365  -0.066229  -1.383794
O  1.889474  1.655432  1.582051
H  1.819319  0.825334  2.032846
H  1.292070  2.195017  1.918751

Cartesian forces, eV/Å:
2.62 -1.71 -3.96
1.72 -1.02 -2.05
-3.76 0.94 -1.18
-1.95 0.74 0.12
-0.63 0.85 3.53
-0.54 0.54 1.88
2.52 -0.35 1.64
4.45 -3.25 -2.77
-0.10 -0.54 0.34
-4.33 3.82 2.44

SMILES: C=CO.O
HOMO-LUMO gap, eV: 9.55
Spin multiplicity: 1
LUMO, eV: 0.706
Energy relative to the best compared isomer or geometry (same formula, charge and spin), kJ/mol: 177.2

(8)
Below is 2 unconnected molecules or ions with the total composition C2H6O2, with properties calculated with ωB97M-V with the def2-TZVPD basis set.

Positions of all 10 atoms, in Å:
C  0.799840  -1.807725  0.155981
C  1.326360  -0.759660  -0.486306
O  2.271960  0.116637  0.043018
H  0.555447  -2.541309  -0.619025
H  0.499817  -2.000170  1.173086
H  0.911588  -0.425719  -1.421337
H  1.791218  0.777546  0.560606
O  -3.397595  1.846787  0.227147
H  -3.863422  1.575398  -0.575262
H  -4.012127  2.488930  0.599246

Cartesian forces, eV/Å:
-0.24 -0.12 -1.93
0.38 0.30 1.62
-1.17 0.29 0.37
-1.24 0.09 0.55
1.21 -0.10 0.35
0.72 -0.63 -0.99
0.33 0.17 0.03
-0.42 0.08 -0.28
0.27 -0.12 0.08
0.16 0.04 0.20

SMILES: C=CO.O
HOMO-LUMO gap, eV: 10.03
Spin multiplicity: 1
LUMO, eV: 0.804
Energy relative to the best compared isomer or geometry (same formula, charge and spin), kJ/mol: 200.9

(9)
Below is C2H6O2 in the gas phase, with properties calculated with ωB97M-V with the def2-TZVPD basis set.

Positions of all 10 atoms, in Å:
C  -0.039962  -0.932802  -0.089399
C  -0.329929  0.520577  0.002071
O  -0.353541  1.153727  -1.226079
O  0.831780  1.145503  0.930826
H  0.977898  -1.271319  0.391260
H  -0.866220  -1.473263  0.578931
H  -0.120892  -1.487554  -1.090725
H  -1.194001  0.968417  0.568855
H  0.266118  0.614869  -1.851992
H  0.828748  0.761845  1.786252

Cartesian forces, eV/Å:
-0.69 -4.12 1.96
1.50 2.75 1.71
2.03 -1.56 -1.12
-1.17 0.22 -3.42
-1.92 1.05 -1.01
1.75 0.87 -1.34
0.01 1.39 1.15
0.45 -1.36 -0.72
-1.56 1.62 1.62
-0.39 -0.85 1.17

SMILES: CC(O)O
HOMO-LUMO gap, eV: 11.16
Spin multiplicity: 1
LUMO, eV: 0.847
Energy relative to the best compared isomer or geometry (same formula, charge and spin), kJ/mol: 140.0

(10)
Below is 2 unconnected molecules or ions with the total composition C2H6O2, with properties calculated with ωB97M-V with the def2-TZVPD basis set.

Positions of all 10 atoms, in Å:
C  -0.483233  -0.631212  -1.350840
C  -0.494791  0.687437  -0.646854
O  -0.890159  0.863883  0.481641
H  -0.813018  -1.381355  -0.641945
H  0.555637  -0.784526  -1.646295
H  -1.221623  -0.760232  -2.147048
H  -0.034707  1.578128  -1.089862
O  1.381902  -0.595490  1.320771
H  1.284476  -1.281412  1.996971
H  1.978865  0.048379  1.709111

Cartesian forces, eV/Å:
-0.35 -0.17 0.43
-0.27 0.63 1.10
-0.42 -0.37 -0.30
0.38 -0.16 0.40
-0.22 -0.35 -0.38
0.47 0.61 -0.42
0.20 -0.07 -0.86
0.18 -0.45 0.19
0.01 0.24 -0.23
0.02 0.09 0.06

SMILES: CC=O.O
HOMO-LUMO gap, eV: 10.34
Spin multiplicity: 1
LUMO, eV: 0.856
Energy relative to the best compared isomer or geometry (same formula, charge and spin), kJ/mol: 69.7